C31H39BCdF9N6OS3 as an isolated structure. Source: OMol25; level of theory: ωB97M-V with the def2-TZVPD basis set.

**HOMO level**: -11.265 eV
**Calculated total energy**: -3894.351870 a.u.
**Total charge**: +1
**Maximum force**: 1.3 eV/Å
**HOMO-LUMO gap**: 7.859 eV

Each line ends with the Mulliken charge.
Geometry (Å):
Cd 0.3724 1.1639 -0.7352  1.365
C -3.5293 1.1251 -3.5072  -1.774
C -3.0339 -0.2080 -3.0539  0.016
C -3.2679 -1.3467 -3.7648  -0.651
C -2.7873 -2.5882 -3.2895  0.201
N -2.0552 -2.6391 -2.2158  -0.156
N -1.8046 -1.5305 -1.5051  0.763
B -1.0129 -2.0213 -0.2675  -0.119
N -1.9654 -2.7148 0.7520  0.079
N -2.8446 -3.6906 0.6963  -0.684
C -3.4821 -3.9658 1.8109  0.098
C -3.2448 -3.2254 3.0022  -0.051
C -2.3239 -2.2092 3.0497  0.092
C -1.9979 -1.3786 4.2439  -1.778
C -1.6683 -1.9900 1.8285  0.784
S -0.4590 -0.8991 1.2641  -0.383
C -4.4791 -5.1089 1.7950  2.094
C -4.0329 -6.1545 2.8314  -1.505
C -4.5368 -5.7624 0.4142  -1.654
C -5.8674 -4.5712 2.1709  -1.805
N 0.1709 -2.9145 -0.6523  0.425
N 0.0366 -4.1803 -0.2603  -0.157
C 1.0402 -5.0075 -0.3553  -0.366
C 2.2975 -4.5462 -0.8060  -0.568
C 2.4418 -3.2607 -1.2434  0.305
C 3.7552 -2.7218 -1.7043  -1.925
C 1.2918 -2.4141 -1.2140  0.997
S 1.3715 -0.8729 -1.9534  -0.490
C 0.7599 -6.4431 0.0642  2.292
C 2.0155 -7.3104 -0.0025  -2.402
C 0.2010 -6.4458 1.4945  -1.346
C -0.2988 -7.0102 -0.8951  -1.193
C -2.2914 -0.3149 -1.8325  0.506
S -2.1164 1.0734 -0.8345  -0.466
C -3.1380 -3.8936 -3.9812  2.357
C -2.4555 -5.0735 -3.2882  -1.891
C -2.7113 -3.8365 -5.4523  -1.816
C -4.6627 -4.0672 -3.8797  -1.638
H -3.9837 1.0560 -4.4935  0.398
H -2.7120 1.8456 -3.5335  0.356
H -4.2634 1.5154 -2.8013  0.360
H -3.8243 -1.3000 -4.6918  0.436
H -3.8062 -3.4630 3.8966  0.433
H -2.5803 -1.6807 5.1108  0.409
H -2.1929 -0.3253 4.0321  0.358
H -0.9348 -1.4662 4.4775  0.367
H -3.0121 -6.4873 2.6329  0.203
H -4.6905 -7.0224 2.7761  0.457
H -4.0808 -5.7646 3.8491  0.387
H -3.5585 -6.1512 0.1282  0.146
H -4.8582 -5.0503 -0.3463  0.262
H -5.2457 -6.5903 0.4373  0.525
H -5.8784 -4.1365 3.1715  0.345
H -6.5901 -5.3876 2.1590  0.469
H -6.2005 -3.8123 1.4607  0.380
H 3.1566 -5.2019 -0.7862  0.584
H 4.5306 -3.4812 -1.6317  0.395
H 4.0341 -1.8579 -1.0983  0.364
H 3.6908 -2.3712 -2.7344  0.392
H 2.7941 -6.9533 0.6746  0.468
H 2.4176 -7.3554 -1.0166  0.465
H 1.7598 -8.3274 0.2938  0.421
H 0.9479 -6.0894 2.2068  0.405
H -0.0862 -7.4597 1.7769  0.468
H -0.6764 -5.8008 1.5546  -0.016
H 0.0607 -6.9911 -1.9262  0.368
H -1.2128 -6.4213 -0.8337  -0.104
H -0.5206 -8.0453 -0.6312  0.504
H -1.3707 -4.9851 -3.3547  0.357
H -2.7622 -6.0062 -3.7635  0.581
H -2.7300 -5.1044 -2.2338  -0.045
H -1.6344 -3.6814 -5.5367  0.385
H -3.2211 -3.0402 -5.9967  0.345
H -2.9602 -4.7813 -5.9361  0.466
H -4.9733 -4.1080 -2.8337  0.262
H -4.9552 -5.0020 -4.3592  0.479
H -5.1995 -3.2538 -4.3709  0.382
F 3.1588 4.6160 -0.7397  -0.238
C 2.5564 3.4404 -0.6672  0.811
F 1.7217 3.3464 -1.7504  -0.245
F 3.4678 2.4805 -0.8533  -0.246
C 1.7869 3.1520 0.6771  0.816
O 1.5525 1.8142 0.7674  -1.248
C 0.4309 3.9474 0.8173  0.521
F -0.2966 3.9377 -0.3321  -0.248
F 0.5758 5.2161 1.1713  -0.260
F -0.3384 3.3376 1.7265  -0.269
C 2.6987 3.5877 1.8661  0.543
F 2.0468 3.3912 3.0191  -0.245
F 3.8056 2.8402 1.8741  -0.241
F 3.0629 4.8752 1.8114  -0.223